[1]
47
Properties=species:S:1:pos:R:3:forces:R:3:lowdin_charge:R:1 method="wB97M-V/def2-TZVPD" energy_ha=-1027.14207 gap_ev=8.450 max_force_ha_per_bohr=0.0654
H -2.0977 -2.7893 -4.1792 -0.243 0.616 0.367 0.03
N -1.6475 -1.8762 -4.0794 0.860 0.084 0.077 0.09
C -1.4986 -1.4855 -2.8635 -0.475 -1.459 0.266 -0.56
N -2.1493 -2.0719 -1.7125 -0.455 0.907 -1.376 0.08
N -0.6266 -0.4977 -2.4992 -0.324 -0.419 0.368 0.03
C 0.4288 -0.0573 -3.3858 -1.402 0.928 -0.928 -0.22
C 1.6027 0.5303 -2.6368 0.124 0.602 -0.281 -0.16
C 1.1944 1.8485 -1.8999 0.243 -0.529 -0.413 -0.14
C 2.1379 2.1948 -0.7557 0.320 -0.115 0.486 -0.20
N 2.2439 1.1278 0.2436 0.999 -0.167 0.918 0.10
C 1.1873 0.4393 0.7886 -0.518 1.735 -0.536 -0.35
O 0.0726 0.6726 0.3161 0.040 -1.150 0.808 0.01
C 1.4617 -0.4344 2.0565 0.528 -0.045 -1.056 -0.30
N 2.3387 0.3842 2.8584 0.304 0.602 0.018 0.05
C 0.1878 -0.9376 2.7460 -0.461 0.023 -0.519 -0.15
C -0.5790 -1.9783 1.9051 0.460 -0.700 -0.048 -0.21
C -2.0709 -2.1010 2.1922 -0.331 -0.630 1.077 -0.22
C -2.9196 -0.8713 1.9491 1.220 -0.031 0.090 -0.29
N -2.6804 -0.3661 0.6023 0.297 0.599 0.445 -0.01
C 1.8668 3.5529 -0.0755 -1.400 1.477 -2.677 -0.47
O 1.5906 4.5644 -0.7160 0.645 -1.499 0.839 0.09
O 1.9169 3.5622 1.2366 0.359 -0.435 1.259 0.13
H -3.0352 -2.4978 -2.0245 0.719 0.096 0.094 0.08
H -2.4499 -1.2577 -1.1665 0.067 -0.599 0.737 0.02
H -0.5749 -0.2906 -1.5068 0.165 -0.037 -0.363 0.09
H -0.0473 0.6945 -4.0614 0.630 -0.032 0.329 0.13
H 0.6503 -0.8555 -4.0887 0.413 -0.371 0.265 0.10
H 2.0109 -0.2277 -1.9633 -0.048 0.151 0.148 0.11
H 2.3860 0.7497 -3.3829 -0.146 -0.032 0.346 0.12
H 0.1726 1.7520 -1.5607 0.009 0.152 0.160 0.10
H 1.2123 2.6786 -2.5876 0.083 0.251 -0.378 0.12
H 3.1580 2.3456 -1.1944 -0.623 -0.326 0.343 0.18
H 2.9914 1.3393 0.9023 -0.126 -0.770 -0.073 0.13
H 2.1190 -1.2479 1.7012 -0.563 -0.143 0.083 0.16
H 1.8626 1.2020 3.1891 -0.310 0.522 0.126 0.08
H 2.6670 -0.0835 3.6726 0.298 -0.609 0.538 0.07
H 0.4394 -1.3398 3.7381 -0.037 0.234 -0.215 0.12
H -0.4776 -0.0668 2.8588 0.267 -0.109 0.283 0.11
H -0.1424 -3.0086 2.0432 -0.144 1.064 -0.311 0.13
H -0.4558 -1.6625 0.8691 0.039 -0.491 -0.195 0.08
H -2.2027 -2.2465 3.2823 0.144 -0.518 -0.287 0.11
H -2.5109 -2.9882 1.6712 0.477 0.721 0.288 0.12
H -3.9305 -1.1915 2.1494 -0.545 0.390 -0.188 0.11
H -2.5986 -0.1022 2.6802 -0.547 -0.260 0.052 0.10
H -1.6968 -0.0194 0.6569 -1.064 -0.029 -0.538 0.04
H -3.2795 0.4421 0.4958 0.120 0.287 -0.301 0.08
H 1.7718 4.4720 1.5356 -0.064 0.065 -0.131 0.14

=====

[2]
123
Properties=species:S:1:pos:R:3:forces:R:3:lowdin_charge:R:1 method="wB97M-V/def2-TZVPD" s_squared=8.820 energy_ha=-11318.60512 gap_ev="6.699 / 6.273" max_force_ha_per_bohr=0.0488 spin_multiplicity=6
Ru -0.6011 -0.3426 0.8381 1.108 -0.059 0.541 1.21
C -6.0871 0.2346 -0.1155 -0.086 -0.058 -0.060 -0.05
C -5.4990 0.6462 1.2007 0.091 -0.002 -0.016 -0.27
C -6.3276 1.2616 2.1331 -0.015 0.023 0.057 -0.04
C -5.8443 1.7335 3.3402 0.088 -0.028 0.008 -0.07
C -4.5003 1.5989 3.6446 -0.046 0.007 0.104 -0.07
C -3.6652 0.9693 2.7440 0.243 0.014 -0.086 -0.13
C -4.1453 0.4879 1.5279 0.416 0.070 0.267 -0.30
P -2.9165 -0.4081 0.5185 -0.689 -0.589 -0.295 1.06
C -3.2282 0.1904 -1.1767 0.034 0.203 0.003 -0.31
C -3.4469 1.5675 -1.2241 -0.014 -0.206 0.038 -0.13
C -3.5105 2.2450 -2.4224 0.030 0.108 -0.065 -0.06
C -3.3383 1.5453 -3.6038 -0.018 -0.001 0.006 -0.06
C -3.1589 0.1742 -3.5689 -0.003 0.007 0.063 -0.06
C -3.1069 -0.5302 -2.3698 -0.150 0.058 0.068 -0.27
C -2.9695 -2.0195 -2.4040 0.199 -0.043 0.026 -0.04
C -3.3816 -2.1590 0.7590 0.339 0.016 -0.002 -0.36
C -4.6575 -2.6408 1.0209 0.046 -0.073 -0.049 -0.07
C -4.8434 -3.9950 1.2325 -0.123 -0.003 0.014 -0.07
C -3.7663 -4.8651 1.1776 0.082 -0.027 0.039 -0.07
C -2.4877 -4.3801 0.9754 0.002 0.124 -0.108 -0.05
C -2.2778 -3.0160 0.7987 -0.593 0.285 -0.037 -0.39
C -0.9053 -2.4531 0.7412 0.506 0.192 -0.418 -0.25
H -7.1156 -0.0988 0.0135 -0.053 -0.040 0.018 0.09
H -5.5120 -0.5574 -0.5868 -0.144 -0.009 -0.114 0.06
H -6.0946 1.0851 -0.7990 0.005 -0.034 -0.073 0.09
H -7.3793 1.3760 1.9083 -0.068 -0.007 -0.090 0.11
H -6.5165 2.2063 4.0403 -0.062 0.063 0.055 0.10
H -4.1060 1.9780 4.5752 0.033 0.024 0.083 0.11
H -2.6060 0.8631 2.9533 -0.145 0.075 0.077 0.06
H -3.5791 2.1015 -0.2949 0.007 0.165 0.032 0.10
H -3.6692 3.3120 -2.4236 0.018 0.102 -0.006 0.11
H -3.3514 2.0606 -4.5525 -0.034 0.057 -0.086 0.11
H -3.0481 -0.3705 -4.4964 -0.024 -0.080 -0.068 0.11
H -1.9393 -2.3039 -2.1708 -0.093 -0.138 0.039 0.04
H -3.2124 -2.3974 -3.3942 0.040 -0.045 -0.090 0.09
H -3.6336 -2.4897 -1.6838 0.008 -0.132 -0.015 0.07
H -5.4975 -1.9714 1.1008 -0.111 0.083 -0.036 0.10
H -5.8265 -4.3730 1.4605 -0.167 -0.046 -0.002 0.10
H -3.9156 -5.9203 1.3448 -0.044 -0.139 0.000 0.11
H -1.6410 -5.0511 0.9853 0.118 -0.073 0.047 0.12
H -0.4115 -2.7619 -0.1921 -0.045 0.107 0.268 0.03
H -0.3027 -2.8651 1.5598 -0.014 0.307 -0.141 0.06
Br -2.1312 -1.9874 3.8192 0.050 -0.088 0.279 0.93
C -0.3777 -1.3592 4.2022 0.215 -0.043 -1.557 -0.69
C -0.0682 -1.1942 5.5446 0.503 0.279 0.764 -0.09
C 1.0884 -0.4560 5.8207 -0.373 -0.066 0.166 -0.05
C 1.9051 -0.0777 4.8032 0.039 0.086 0.109 -0.08
C 1.6859 -0.5883 3.4430 1.159 -0.283 0.028 -0.60
N 0.3742 -1.0447 3.1836 -1.129 -0.733 0.759 0.01
C 2.4509 -0.4353 0.9457 1.178 0.862 0.706 -0.69
O 3.5140 -0.2421 0.3654 -0.066 -0.395 0.070 -0.07
O 1.4984 -1.1179 0.5238 -1.652 -0.794 -0.348 -0.18
H -0.7533 -1.5108 6.3109 -0.058 -0.037 0.075 0.10
H 1.2954 -0.1446 6.8324 0.051 0.023 0.118 0.12
H 2.7479 0.5688 4.9806 0.027 -0.045 0.009 0.08
O -1.9184 4.0251 -0.3175 -0.223 -0.144 -0.315 0.06
C -1.1537 4.7836 0.4699 0.325 0.141 0.477 -0.26
C -1.0705 6.1503 0.2028 -0.148 -0.116 -0.133 -0.01
C -0.2564 6.9644 0.9580 -0.006 -0.096 0.030 -0.08
C 0.4703 6.4396 2.0212 0.121 0.129 0.132 -0.10
C 0.4042 5.0922 2.2981 -0.142 -0.009 -0.096 -0.04
C -0.3928 4.2451 1.5246 -0.319 0.291 -0.215 -0.10
C -0.3217 2.7970 1.6736 0.194 -0.746 0.193 -0.41
O -1.2352 2.0084 1.2854 -0.215 -0.181 -0.086 -0.12
N 0.8567 2.3365 2.1349 1.024 0.290 0.712 0.09
N 1.0070 1.0685 1.9513 -2.128 0.457 -1.247 -0.06
C 2.1462 0.3436 2.2894 1.372 -0.225 0.043 -0.62
S 2.9503 -2.0917 3.3128 -0.256 0.279 0.218 0.98
C 4.4858 -1.1893 3.7363 -0.292 -0.084 0.105 -0.50
C 4.8599 -0.0452 2.8173 -0.297 0.262 -0.208 -0.48
S 3.6330 1.3178 2.7540 -0.027 0.087 0.007 0.97
H -1.7732 3.0797 -0.0948 0.020 0.231 0.004 0.06
H -1.6431 6.5398 -0.6242 -0.049 0.048 -0.119 0.12
H -0.1718 8.0121 0.7104 -0.052 0.105 0.018 0.10
H 1.0952 7.0848 2.6186 0.065 0.059 0.078 0.10
H 0.9665 4.6645 3.1129 0.120 -0.053 0.040 0.11
H 5.2576 -1.9580 3.6699 -0.009 -0.056 0.105 0.08
H 4.4030 -0.8594 4.7720 0.195 -0.083 -0.025 0.06
H 5.0098 -0.3835 1.7935 0.062 -0.033 0.197 0.06
H 5.7719 0.4325 3.1786 0.009 0.015 0.062 0.08
C 2.4186 3.3622 -0.2678 0.611 0.397 0.262 -0.02
O 1.1299 2.9292 -0.6411 -0.484 -0.414 -0.522 0.00
C 0.8123 1.7619 -1.1880 -0.861 0.891 0.126 -0.48
O -0.3936 1.4965 -1.2007 0.536 0.143 -0.234 -0.04
C 1.7280 0.7501 -1.7218 0.747 -0.283 -0.187 -0.26
C 2.9952 0.8824 -2.1351 -0.523 -0.446 -0.016 -0.28
As 4.2716 -0.5575 -2.4964 0.196 0.204 -0.285 1.37
C 4.5050 -0.2179 -4.4380 -0.163 0.043 -0.021 -0.24
C 3.1397 -2.1064 -2.6532 -0.580 0.150 0.297 -0.28
C 1.8560 -2.2438 -2.3210 0.606 0.378 0.026 -0.25
As 0.5676 -0.8187 -1.9612 -0.002 0.253 -0.652 1.33
C 0.2682 -0.3688 -3.8790 -0.112 -0.068 0.090 -0.21
C 1.2468 -3.5813 -2.1549 -0.210 -0.572 0.028 -0.55
O 1.6717 -4.4766 -1.4771 -0.066 0.128 0.021 0.14
O 0.0566 -3.6253 -2.7928 0.074 0.178 -0.164 -0.09
C -0.6642 -4.8509 -2.6902 0.033 -0.325 0.076 -0.03
C 3.9167 -3.2681 -3.1198 0.194 -0.552 -0.422 -0.53
O 3.4802 -4.2192 -3.7153 0.082 0.079 0.108 0.13
O 5.2325 -3.0693 -2.9031 -0.158 0.019 0.161 -0.12
C 6.0904 -4.1055 -3.3548 0.087 -0.340 -0.239 -0.04
C 3.6373 2.1548 -2.5249 -0.037 0.955 -0.593 -0.59
O 3.1110 2.8466 -3.3664 0.111 -0.188 0.339 0.14
O 4.8820 2.4681 -2.1304 -0.221 0.114 -0.345 -0.05
C 5.5086 1.9157 -0.9807 0.301 -0.231 0.517 -0.09
H 2.2754 3.9533 0.6409 0.062 -0.133 -0.148 0.10
H 2.8328 3.9969 -1.0515 0.002 -0.059 0.022 0.11
H 3.0793 2.5272 -0.0373 -0.041 -0.036 0.052 0.07
H 4.9820 0.7498 -4.5914 -0.001 0.008 0.081 0.03
H 3.5506 -0.2271 -4.9623 0.016 0.019 0.014 0.03
H 5.1496 -0.9868 -4.8622 0.017 -0.042 0.113 0.02
H 1.2217 -0.2706 -4.4008 -0.029 -0.064 0.133 0.02
H -0.2672 0.5799 -3.9370 0.002 -0.047 0.110 0.03
H -0.3309 -1.1451 -4.3556 0.016 -0.034 0.045 0.03
H -1.2367 -4.8703 -1.7586 0.032 -0.007 -0.072 0.08
H 0.0354 -5.6895 -2.7027 -0.165 0.069 -0.018 0.10
H -1.3345 -4.8926 -3.5472 0.040 0.046 0.088 0.10
H 7.1028 -3.7212 -3.2706 -0.017 -0.018 0.005 0.09
H 5.8509 -4.3655 -4.3888 0.108 0.013 0.112 0.10
H 5.9607 -4.9904 -2.7305 0.045 0.019 -0.046 0.10
H 5.8060 2.7524 -0.3443 -0.068 -0.061 -0.035 0.10
H 6.4031 1.3696 -1.2960 -0.158 0.110 0.024 0.09
H 4.8590 1.2381 -0.4243 0.017 0.109 -0.001 0.04